Entry 1:
Entry from OMol25: a molecular structure, C29H37AsF6MnN4O4PS2Sb (ωB97M-V/def2-TZVPD).

Its HOMO energy (spin up / spin down) is -18.948 / -18.963 eV. The value obtained for the relative energy (zero: lowest compared OMol25 entry of this formula, charge and spin) is 1.0821 eV. Its spin multiplicity is 4. The calculation puts the HOMO-LUMO gap (spin up / spin down) at 7.120 / 7.135 eV. As for the net charge: +4.

CARTESIAN COORDINATES (ANGSTROEM)
Mn  -0.02588  1.68043  -0.24206
F  4.24857  0.72962  -1.94225
C  4.16586  0.42513  -0.66659
F  4.51764  -0.82281  -0.45238
F  4.85222  1.25486  0.07582
S  2.36371  0.62260  -0.19694
O  1.43040  0.22972  -1.26447
O  2.11754  2.04964  0.06684
N  2.23262  -0.27449  1.07160
S  0.80283  -0.45564  1.65963
O  -0.01898  -1.40495  0.88747
O  0.12776  0.82122  1.88863
C  1.15076  -1.24486  3.30846
F  1.56550  -0.32131  4.13579
F  0.02522  -1.78953  3.72021
F  2.07618  -2.16440  3.12585
C  0.81172  6.77861  1.12364
N  0.27145  5.89265  2.27091
C  -1.20698  6.27149  2.50784
N  -1.94538  6.14096  1.30104
C  -1.38699  6.99336  0.24928
N  0.00202  6.63030  -0.03380
C  0.13452  5.33551  -0.68908
P  -0.53269  3.99832  0.41028
C  0.41355  4.43539  1.94707
C  -2.15738  4.76475  0.87186
H  1.84422  6.48139  0.94510
H  0.77736  7.80337  1.49219
H  0.80450  6.09807  3.12020
H  -1.20358  7.30626  2.84897
H  -1.58661  5.62214  3.29568
H  -1.42358  8.03206  0.57700
H  -1.98426  6.90121  -0.65587
H  1.18289  5.13433  -0.91868
H  -0.41035  5.34984  -1.63429
H  1.47130  4.20865  1.80318
H  0.05010  3.85210  2.79440
H  -2.63374  4.18913  1.66786
H  -2.82641  4.76060  0.01154
C  -3.52080  -3.73413  -2.68650
C  -2.27323  -3.78245  -3.29957
C  -1.12466  -3.64617  -2.53658
C  -1.24635  -3.45627  -1.15501
C  -2.49854  -3.39958  -0.53414
C  -3.63466  -3.53568  -1.31055
Sb  0.48545  -3.62311  -0.07365
C  0.55301  -4.64107  1.69506
C  -0.64399  -5.09364  2.26935
C  -0.57989  -5.87769  3.40539
C  0.65789  -6.20716  3.95268
C  1.84303  -5.74841  3.38019
C  1.80292  -4.95705  2.24920
C  2.19077  -3.63528  -1.21875
C  3.03992  -4.73280  -1.01513
C  4.10245  -4.92706  -1.88315
C  4.31949  -4.03375  -2.92513
C  3.46497  -2.94850  -3.12306
C  2.39066  -2.74395  -2.27915
H  -4.41488  -3.86653  -3.28203
H  -2.19536  -3.94988  -4.36535
H  -0.15259  -3.71424  -3.01070
H  -2.58801  -3.25559  0.53576
H  -4.61151  -3.51199  -0.84592
H  -1.60519  -4.86744  1.82799
H  -1.49005  -6.24678  3.85798
H  0.70004  -6.83264  4.83494
H  2.79565  -6.01175  3.81951
H  2.72426  -4.58034  1.82222
H  2.87415  -5.44572  -0.21729
H  4.75568  -5.77792  -1.74535
H  5.15351  -4.18707  -3.59731
H  3.63492  -2.27179  -3.94988
H  1.71658  -1.91379  -2.44987
C  -3.14360  2.86213  -2.23565
As  -2.14749  1.33066  -1.59927
C  -1.76403  0.31143  -3.19761
C  -3.45470  0.28393  -0.63450
H  -3.81056  2.54020  -3.03531
H  -2.47094  3.62091  -2.63230
H  -3.75312  3.26890  -1.43071
H  -2.68196  -0.14925  -3.56133
H  -1.02957  -0.45929  -2.96896
H  -1.37119  0.97490  -3.96642
H  -4.30072  0.06804  -1.28624
H  -3.80488  0.83636  0.23570
H  -2.99051  -0.64742  -0.31553

Entry 2:
Entry from OMol25: 9 unconnected molecules or ions with the total composition C29H37ClF8O29PS at a distorted geometry (ωB97M-V/def2-TZVPD).

Its HOMO energy is -4.665 eV. The calculation puts the HOMO-LUMO gap at 6.410 eV. As for the net charge: -1.

CARTESIAN COORDINATES (ANGSTROEM)
O  2.06618  -0.65908  0.69116
S  0.84177  0.03740  0.82422
O  0.85244  1.42085  0.55381
O  0.38987  -0.11292  2.36935
C  -0.52253  -0.82232  0.10361
C  -0.45046  -1.18306  -1.39506
C  0.66208  -0.63351  -2.27034
P  0.11933  0.76931  -3.44341
Cl  -0.43464  -0.75342  -4.96215
O  1.76552  0.78448  -4.03640
C  2.53315  1.68584  -3.31064
C  1.58024  2.75840  -2.76093
O  0.47338  2.05769  -2.33937
H  0.91353  0.56550  2.83979
H  -1.39297  -0.21734  0.31732
H  -0.62743  -1.72153  0.69500
H  -0.44020  -2.26230  -1.45408
H  -1.39204  -0.87758  -1.84044
H  1.55456  -0.32373  -1.74709
H  0.96730  -1.42353  -2.93474
H  -0.24899  1.75322  -4.41755
H  -1.23306  0.78644  -2.94214
H  2.93791  1.19295  -2.41229
H  3.40938  2.04899  -3.84200
H  2.09923  3.23129  -1.92914
H  1.40815  3.45643  -3.58652
C  -1.17498  1.66344  4.47091
C  -2.32203  2.01340  5.37928
O  -1.69656  1.98896  6.66545
C  -0.38435  2.28394  6.47963
O  0.36634  2.59135  7.35451
O  -0.05033  2.19905  5.18523
F  -3.30548  1.08273  5.34188
H  -1.05043  0.58601  4.36158
H  -1.26170  2.11340  3.48779
H  -2.75614  2.99679  5.20464
C  3.76371  3.40158  5.20308
C  3.43766  2.95369  3.79586
O  3.79547  4.09210  3.02760
C  4.76985  4.75991  3.70381
O  5.44342  5.61537  3.23965
O  4.85224  4.31052  4.97949
F  2.12023  2.70720  3.63598
H  2.92702  3.93567  5.65397
H  4.06583  2.58819  5.85598
H  4.00832  2.09071  3.44962
C  -0.57051  1.98538  10.33245
C  0.51422  1.68594  11.33816
O  -0.02656  0.59405  12.06335
C  -0.88231  -0.06740  11.22966
O  -1.31309  -1.15104  11.43135
O  -1.15587  0.68770  10.14180
F  0.73216  2.72006  12.18936
H  -1.31860  2.66198  10.74890
H  -0.19403  2.38392  9.39216
H  1.46677  1.38598  10.89965
C  1.89389  -5.21531  -6.29970
C  0.52763  -4.89361  -6.85608
O  -0.31242  -5.08903  -5.74042
C  0.43485  -4.83593  -4.62127
O  -0.01017  -4.65997  -3.54202
O  1.75447  -4.81817  -4.93351
F  0.16814  -5.76372  -7.84787
H  2.10412  -6.28345  -6.35412
H  2.69431  -4.66485  -6.78171
H  0.40985  -3.87312  -7.22143
C  4.33624  6.15858  -0.46887
C  3.24179  7.19820  -0.54095
O  3.26662  7.57807  -1.90443
C  3.73295  6.50775  -2.61725
O  3.64594  6.39561  -3.79022
O  4.29755  5.59827  -1.78717
F  3.51015  8.28479  0.22904
H  5.31070  6.61589  -0.29406
H  4.15474  5.39784  0.28517
H  2.24772  6.82573  -0.29127
C  -5.97196  0.49405  1.54186
C  -4.86824  -0.47889  1.88744
O  -3.72131  0.36036  1.89496
C  -4.13063  1.61663  2.20318
O  -3.39708  2.49496  2.51795
O  -5.47231  1.72054  2.10347
F  -4.71268  -1.43110  0.95003
H  -6.07701  0.60523  0.46252
H  -6.93003  0.22857  1.97547
H  -4.97434  -0.95187  2.86464
C  -8.58527  -4.04658  -1.57350
C  -7.20743  -3.62767  -2.03720
O  -6.87332  -2.61459  -1.10316
C  -7.54251  -2.87667  0.05038
O  -7.30232  -2.37601  1.09602
O  -8.51530  -3.79563  -0.16430
F  -7.22792  -3.10343  -3.28185
H  -9.35867  -3.41869  -2.01695
H  -8.80906  -5.09121  -1.76887
H  -6.45308  -4.41423  -1.99524
C  4.33835  -7.10563  -10.52168
C  3.13121  -6.98495  -9.61904
O  3.65651  -6.28412  -8.50431
C  4.70040  -5.52128  -8.95182
O  5.19238  -4.63567  -8.34683
O  5.07627  -5.92479  -10.19211
F  2.67672  -8.19391  -9.21206
H  4.92977  -7.98816  -10.27484
H  4.08735  -7.12040  -11.57842
H  2.30046  -6.41749  -10.04038

Which formula does entry 2 have? C29H37ClF8O29PS

net charge of number 2 (C29H37ClF8O29PS)? -1

Among the records above, which one has the lowest net charge? C29H37ClF8O29PS